Formula: C40H112N4O26
Source: OMol25
Level of theory: wB97M-V/def2-TZVPD

Computed properties:
- highest occupied orbital energy (eV) = -8.4
- net charge = 0
- energy above the lowest of the compared OMol25 structures with the same formula, charge and spin (kJ/mol) = 375.0
- total energy (a.u.) = -3766.0720
- F_max (eV Å⁻¹) = 2.7

Cartesian coordinates (Å):
C 11.7463 -1.9664 2.4462
O 10.5985 -1.4589 3.1158
C 9.3921 -2.1527 2.9273
C 8.2841 -1.1578 3.2937
N 6.9383 -1.5522 2.9584
C 6.4149 -2.7339 3.6563
C 5.3072 -3.3795 2.8275
O 5.7843 -4.2437 1.8004
C 6.1698 -3.6746 0.5681
H 11.8632 -1.3913 1.5237
H 11.5682 -2.9979 2.1299
H 12.6048 -1.8897 3.1074
H 9.3878 -3.0263 3.5919
H 9.1923 -2.5620 1.9282
H 8.3878 -0.1947 2.7848
H 8.3437 -0.9013 4.3550
H 6.7440 -1.5435 1.9707
H 5.8757 -2.4738 4.5740
H 7.1318 -3.5165 3.9140
H 4.6007 -2.6462 2.4323
H 4.8056 -4.0436 3.5343
H 6.6458 -4.4842 0.0108
H 6.9905 -2.9821 0.7575
H 5.4047 -3.2473 -0.0844
C 2.1656 -2.0229 1.3657
O 0.8402 -1.5598 1.4104
C -0.0078 -2.3559 0.5412
C 0.1504 -2.0301 -0.9398
N -0.6839 -0.9111 -1.3460
C -0.4559 0.3275 -0.6127
C -1.1789 1.4174 -1.4299
O -0.3098 2.1249 -2.2781
C -1.0624 2.8824 -3.2111
H 2.7975 -1.3774 1.9749
H 2.6592 -1.9918 0.3842
H 2.3765 -3.0654 1.6308
H -1.0506 -2.4135 0.8620
H 0.2450 -3.3892 0.8002
H -0.2357 -2.8539 -1.5347
H 1.2090 -1.8143 -1.1287
H -0.7252 -0.7909 -2.3463
H 0.6132 0.4576 -0.4164
H -0.9754 0.3116 0.3489
H -1.7057 2.1670 -0.8282
H -2.0345 0.9088 -1.8964
H -0.4705 3.3565 -3.9900
H -1.6306 3.6731 -2.7063
H -1.7995 2.1782 -3.6116
C -2.4758 4.1330 -6.5871
C -1.5670 3.5311 -7.6736
O -0.9314 2.3642 -7.1056
O -3.2930 3.0791 -6.0763
H -3.1028 4.9062 -7.0286
H -1.8141 4.5744 -5.8344
H -0.9826 4.3548 -8.0878
H -2.2298 3.1671 -8.4562
H -0.0242 2.5808 -6.8643
H -2.6117 2.5019 -5.7048
C -1.4331 -7.4036 -0.4281
C -0.0328 -7.5016 -0.9804
O 0.2276 -8.7765 -1.5292
O -1.6769 -8.3023 0.6433
H -2.1822 -7.5667 -1.2104
H -1.7179 -6.3633 -0.2267
H 0.7145 -7.2831 -0.2055
H 0.0901 -6.7965 -1.8060
H 0.2478 -9.3887 -0.7838
H -1.4280 -7.7867 1.4333
C -3.5663 -2.5139 5.9180
C -3.7950 -1.7609 4.6062
O -2.8070 -1.9500 3.6276
O -2.3586 -2.0422 6.5403
H -3.5456 -3.5815 5.6945
H -4.3522 -2.2888 6.6383
H -3.9154 -0.7022 4.8647
H -4.7450 -2.0372 4.1347
H -3.1008 -2.1292 2.7196
H -2.4912 -1.9123 7.4819
C -0.4699 -6.4507 3.7529
C -0.7219 -4.9966 4.0549
O -1.5033 -4.8460 5.2041
O -1.6034 -7.0691 3.1507
H -0.1994 -7.0161 4.6531
H 0.3774 -6.6688 3.0993
H -1.1134 -4.4397 3.2037
H 0.2952 -4.6069 4.2350
H -1.6798 -3.9156 5.3912
H -2.3285 -7.2137 3.7623
C 4.9035 0.4647 -0.4019
C 6.2904 0.6133 0.2456
O 7.0321 -0.5686 -0.0550
O 4.9094 0.9863 -1.7121
H 4.2890 1.1156 0.2305
H 4.4662 -0.5348 -0.3559
H 6.2731 0.8288 1.3216
H 6.8802 1.4322 -0.1794
H 7.8715 -0.3031 -0.4337
H 5.4163 0.3679 -2.2510
C 2.4946 2.1246 -4.1716
C 3.2654 0.9476 -4.7434
O 3.0721 0.8327 -6.1575
O 3.1167 3.4345 -4.2988
H 2.1818 2.0362 -3.1336
H 1.5649 2.2821 -4.7269
H 2.7132 0.1174 -4.3009
H 4.3370 0.9330 -4.5581
H 3.2977 1.6560 -6.5996
H 2.9148 3.7885 -5.1676
C -0.1435 0.6732 5.3640
C -0.2684 0.2123 3.8923
O 0.8730 0.3886 3.0779
O -1.4729 0.5590 5.9326
H 0.0509 1.7423 5.3825
H 0.3484 -0.0491 6.0158
H -1.1367 0.6174 3.3578
H -0.5406 -0.8533 3.9318
H 0.8033 -0.2884 2.3500
H -1.7699 -0.3659 5.9690
C 0.8011 5.3494 -1.2445
C 1.8654 4.3856 -0.7624
O 2.1612 4.5126 0.6231
O -0.3940 5.0178 -0.5456
H 0.7484 5.3528 -2.3384
H 1.0212 6.3728 -0.9240
H 2.8694 4.6214 -1.1307
H 1.6055 3.3482 -0.9898
H 1.4667 4.0574 1.1144
H -0.7596 5.8330 -0.1968
C -5.9239 2.9572 -1.8222
C -5.0243 1.7466 -2.0869
O -5.3268 1.1552 -3.3806
O -7.2384 2.5837 -1.5805
H -5.8910 3.6793 -2.6459
H -5.3802 3.3970 -0.9698
H -5.0726 0.9163 -1.3857
H -3.9844 2.0414 -2.2311
H -6.2906 1.1012 -3.3942
H -7.7825 3.2993 -1.2480
C -3.5283 -2.5672 -2.7081
C -3.5000 -2.9393 -4.1825
O -4.4634 -3.9263 -4.4990
O -3.3530 -3.6732 -1.8287
H -4.4581 -2.0046 -2.5489
H -2.7902 -1.8082 -2.4475
H -2.5011 -3.3502 -4.3716
H -3.6081 -2.0725 -4.8380
H -4.2573 -4.4224 -5.2913
H -4.1303 -4.2277 -1.9745
C -6.0700 -1.7456 0.9361
C -4.7934 -0.9379 0.5670
C -4.5713 0.2461 1.4778
O -3.4392 0.9941 0.9989
C -3.0454 2.0009 1.8966
N -3.6347 -1.8521 0.7857
H -6.7650 -1.0320 1.3883
H -5.9197 -2.4829 1.7224
H -6.4597 -2.1407 0.0019
H -4.8788 -0.6783 -0.4870
H -4.4025 -0.1164 2.4962
H -5.4666 0.8750 1.5359
H -2.2082 2.5386 1.4365
H -2.6500 1.6409 2.8478
H -3.7435 2.8379 2.0118
H -2.8645 -1.3595 0.3149
H -3.6346 -2.6200 0.1109
C -2.2274 7.6647 -2.5728
C -2.8408 6.6858 -1.5548
C -2.9789 7.2107 -0.1440
O -1.7433 7.4882 0.5446
C -1.8477 8.2795 1.7036
N -4.2009 6.3371 -1.9934
H -1.3031 8.0309 -2.1122
H -2.8472 8.5476 -2.7263
H -1.9591 7.1955 -3.5171
H -2.2012 5.7976 -1.5415
H -3.4880 6.4921 0.5092
H -3.4395 8.2065 -0.1005
H -2.5065 7.9576 2.5170
H -2.2664 9.2326 1.3556
H -0.8441 8.3980 2.1018
H -4.5307 5.8466 -1.1616
H -4.2076 5.6425 -2.7317

These are the Mulliken partial charges, in e, on atoms 1 to 99: atom 1 (C): -0.70, atom 2 (O): -0.36, atom 3 (C): -0.15, atom 4 (C): -0.91, atom 5 (N): 0.15, atom 6 (C): -0.55, atom 7 (C): -0.22, atom 8 (O): -0.45, atom 9 (C): -0.17, atom 10 (H): 0.25, atom 11 (H): 0.33, atom 12 (H): 0.25, atom 13 (H): 0.31, atom 14 (H): 0.31, atom 15 (H): 0.26, atom 16 (H): 0.35, atom 17 (H): -0.17, atom 18 (H): 0.37, atom 19 (H): 0.28, atom 20 (H): -0.03, atom 21 (H): 0.50, atom 22 (H): 0.34, atom 23 (H): -0.05, atom 24 (H): 0.11, atom 25 (C): -1.38, atom 26 (O): -0.39, atom 27 (C): -0.12, atom 28 (C): -0.98, atom 29 (N): -0.10, atom 30 (C): 1.47, atom 31 (C): -1.23, atom 32 (O): -0.05, atom 33 (C): -0.64, atom 34 (H): 0.52, atom 35 (H): 0.26, atom 36 (H): 0.46, atom 37 (H): -0.50, atom 38 (H): 0.63, atom 39 (H): 0.60, atom 40 (H): 0.16, atom 41 (H): 0.34, atom 42 (H): 0.24, atom 43 (H): -0.74, atom 44 (H): 0.19, atom 45 (H): -0.08, atom 46 (H): 0.33, atom 47 (H): 0.11, atom 48 (H): 0.26, atom 49 (C): -0.21, atom 50 (C): -0.43, atom 51 (O): -0.48, atom 52 (O): -0.49, atom 53 (H): 0.45, atom 54 (H): 0.04, atom 55 (H): 0.37, atom 56 (H): 0.23, atom 57 (H): 0.23, atom 58 (H): 0.31, atom 59 (C): -0.14, atom 60 (C): -0.31, atom 61 (O): -0.54, atom 62 (O): -0.56, atom 63 (H): 0.24, atom 64 (H): 0.13, atom 65 (H): 0.24, atom 66 (H): 0.27, atom 67 (H): 0.32, atom 68 (H): 0.37, atom 69 (C): -1.19, atom 70 (C): -0.11, atom 71 (O): 0.03, atom 72 (O): -0.58, atom 73 (H): 0.40, atom 74 (H): 0.46, atom 75 (H): 0.27, atom 76 (H): 0.36, atom 77 (H): 0.11, atom 78 (H): 0.27, atom 79 (C): -0.62, atom 80 (C): 0.30, atom 81 (O): -0.65, atom 82 (O): -0.58, atom 83 (H): 0.33, atom 84 (H): 0.34, atom 85 (H): -0.01, atom 86 (H): 0.25, atom 87 (H): 0.33, atom 88 (H): 0.27, atom 89 (C): -0.23, atom 90 (C): -0.61, atom 91 (O): -0.46, atom 92 (O): -0.45, atom 93 (H): 0.31, atom 94 (H): 0.09, atom 95 (H): 0.33, atom 96 (H): 0.50, atom 97 (H): 0.25, atom 98 (H): 0.29, atom 99 (C): 0.93

Formula: C14H22N4O4S
Source: OMol25
Level of theory: wB97M-V/def2-TZVPD

Computed properties:
- highest occupied orbital energy (eV) = -8.9
- net charge = 0
- energy above the lowest of the compared OMol25 structures with the same formula, charge and spin (kJ/mol) = 0.1
- structure (SMILES) = [H]/N=C(/N)NCCC[C@H](NS(=O)(=O)c1ccc(C)cc1)C(=O)OC
- total energy (a.u.) = -1464.8716
- F_max (eV Å⁻¹) = 0.8

Cartesian coordinates (Å):
H 2.8294 -2.3108 0.9322
N 2.7742 -1.9793 -0.0231
C 1.6643 -2.1953 -0.5996
N 1.4723 -1.6791 -1.8642
N 0.5795 -2.9150 -0.1349
C 0.3843 -3.2453 1.2549
C -0.2410 -2.1252 2.0998
C -1.6193 -1.7041 1.5798
C -1.5312 -0.5057 0.6247
N -1.3140 0.7203 1.3619
S -0.9248 1.9776 0.2982
O -1.6230 1.7907 -0.9475
O -1.1126 3.2041 1.0107
C 0.8048 1.6400 0.0585
C 1.5950 1.4423 1.1748
C 2.9269 1.1160 1.0074
C 3.4742 0.9942 -0.2670
C 4.8907 0.5540 -0.4389
C 2.6654 1.2323 -1.3719
C 1.3268 1.5452 -1.2145
C -2.8153 -0.3764 -0.1916
O -3.8186 0.1310 0.2327
O -2.6982 -0.9476 -1.3877
C -3.8081 -0.7771 -2.2648
H 2.3271 -1.3655 -2.2943
H 0.8545 -2.1883 -2.4756
H -0.2740 -2.7821 -0.6572
H -0.2601 -4.1298 1.2941
H 1.3535 -3.5236 1.6782
H 0.4169 -1.2549 2.1068
H -0.3292 -2.4930 3.1230
H -2.0957 -2.5426 1.0657
H -2.2661 -1.4167 2.4099
H -0.6898 -0.6090 -0.0654
H -2.1356 0.9797 1.8962
H 1.1486 1.5388 2.1518
H 3.5509 0.9393 1.8707
H 5.2959 0.8832 -1.3921
H 5.5198 0.9247 0.3662
H 4.9030 -0.5358 -0.4111
H 3.0845 1.1600 -2.3648
H 0.6741 1.7058 -2.0578
H -4.7286 -1.1086 -1.7803
H -3.9006 0.2778 -2.5265
H -3.5964 -1.3762 -3.1466

Which charges does Mulliken predict for the atoms? In e, they are: atom 1 (H): 0.19, atom 2 (N): -0.62, atom 3 (C): 0.44, atom 4 (N): -0.31, atom 5 (N): -0.17, atom 6 (C): -1.40, atom 7 (C): 0.03, atom 8 (C): -1.16, atom 9 (C): 1.16, atom 10 (N): -0.36, atom 11 (S): 1.41, atom 12 (O): -0.63, atom 13 (O): -0.77, atom 14 (C): -0.07, atom 15 (C): -0.46, atom 16 (C): -0.82, atom 17 (C): 1.16, atom 18 (C): -1.55, atom 19 (C): -0.93, atom 20 (C): -0.16, atom 21 (C): -0.20, atom 22 (O): -0.64, atom 23 (O): -0.24, atom 24 (C): -0.78, atom 25 (H): 0.26, atom 26 (H): 0.21, atom 27 (H): 0.27, atom 28 (H): 0.41, atom 29 (H): 0.40, atom 30 (H): -0.03, atom 31 (H): 0.42, atom 32 (H): 0.48, atom 33 (H): 0.48, atom 34 (H): -0.15, atom 35 (H): 0.42, atom 36 (H): 0.43, atom 37 (H): 0.41, atom 38 (H): 0.38, atom 39 (H): 0.40, atom 40 (H): 0.29, atom 41 (H): 0.44, atom 42 (H): 0.51, atom 43 (H): 0.32, atom 44 (H): 0.32, atom 45 (H): 0.23

Formula: C12H31N2O17PS4
Source: OMol25
Level of theory: wB97M-V/def2-TZVPD

Computed properties:
- highest occupied orbital energy (eV) = -9.8
- net charge = 0
- energy above the lowest of the compared OMol25 structures with the same formula, charge and spin (kJ/mol) = 0.0
- structure (SMILES) = N=P(O)(O)[C@]1(CON=O)COS(=O)(=O)O1.CCOS(C)(=O)=O.CCOS(C)(=O)=O.CCOS(C)(=O)=O
- total energy (a.u.) = -3798.4459
- F_max (eV Å⁻¹) = 1.0

Cartesian coordinates (Å):
N 0.2598 -1.6782 0.6229
P -1.1233 -1.1574 0.2184
O -1.2428 0.4185 0.4754
O -1.4319 -1.2881 -1.3528
C -2.5964 -1.9836 1.0267
C -3.9813 -1.4049 0.6457
O -4.6018 -0.5957 1.6333
N -3.9496 0.6686 1.7297
O -4.4169 1.3155 2.5758
C -2.3785 -2.1502 2.5461
O -2.6878 -3.5420 2.8216
S -2.1753 -4.4014 1.6061
O -0.7580 -4.4965 1.6558
O -2.9996 -5.5363 1.4288
O -2.5978 -3.3254 0.4852
H 0.2640 -2.4534 1.2710
H -1.9184 0.8250 -0.0850
H -2.2704 -1.7222 -1.5555
H -4.6490 -2.2518 0.5196
H -3.9522 -0.8678 -0.3066
H -3.0630 -1.5881 3.1674
H -1.3656 -1.9320 2.8708
C -3.0839 1.6954 -7.0829
C -2.4062 0.5253 -6.4056
O -1.5184 0.9318 -5.3320
S -2.1724 1.3886 -3.9679
C -0.7327 1.3340 -2.9718
O -3.0931 0.3737 -3.5310
O -2.6460 2.7341 -4.0722
H -3.7764 2.2020 -6.4132
H -3.6405 1.3308 -7.9468
H -2.3461 2.4223 -7.4212
H -3.1261 -0.1905 -6.0073
H -1.7491 -0.0015 -7.0936
H -0.3897 0.3062 -2.9057
H -1.0433 1.6988 -1.9951
H 0.0342 1.9882 -3.3789
C 5.9028 1.3840 -2.1103
C 5.2712 0.3261 -1.2327
O 4.2095 0.8475 -0.3944
S 2.8193 1.1611 -1.0923
C 1.8475 1.3175 0.3562
O 2.4142 0.0190 -1.8554
O 2.8826 2.4316 -1.7535
H 5.2033 1.7563 -2.8564
H 6.7620 0.9522 -2.6246
H 6.2403 2.2292 -1.5107
H 4.8747 -0.5055 -1.8162
H 5.9898 -0.0723 -0.5195
H 1.7899 0.3626 0.8732
H 0.8564 1.6053 0.0173
H 2.2746 2.1008 0.9777
C 1.5149 2.0282 5.9620
C 1.5946 1.8076 4.4681
O 2.2440 0.5586 4.1148
S 1.4205 -0.7791 4.3129
C 2.4372 -1.8367 3.3501
O 0.1490 -0.6215 3.6645
O 1.4488 -1.1795 5.6842
H 0.8594 1.3033 6.4411
H 1.1243 3.0283 6.1524
H 2.5021 1.9442 6.4154
H 0.6107 1.8306 3.9975
H 2.2168 2.5624 3.9917
H 2.3956 -1.5132 2.3123
H 2.0215 -2.8378 3.4530
H 3.4484 -1.8024 3.7465

Which charges does Mulliken predict for the atoms? In e, they are: atom 1 (N): -0.54, atom 2 (P): 1.31, atom 3 (O): -0.58, atom 4 (O): -0.39, atom 5 (C): 0.25, atom 6 (C): -0.87, atom 7 (O): -0.29, atom 8 (N): 0.36, atom 9 (O): -0.39, atom 10 (C): -0.05, atom 11 (O): -0.37, atom 12 (S): 1.04, atom 13 (O): -0.53, atom 14 (O): -0.57, atom 15 (O): -0.35, atom 16 (H): 0.18, atom 17 (H): 0.33, atom 18 (H): 0.29, atom 19 (H): 0.42, atom 20 (H): 0.29, atom 21 (H): 0.48, atom 22 (H): 0.08, atom 23 (C): -0.98, atom 24 (C): -0.37, atom 25 (O): -0.26, atom 26 (S): 1.25, atom 27 (C): -0.98, atom 28 (O): -0.65, atom 29 (O): -0.65, atom 30 (H): 0.30, atom 31 (H): 0.39, atom 32 (H): 0.26, atom 33 (H): 0.33, atom 34 (H): 0.28, atom 35 (H): 0.29, atom 36 (H): 0.23, atom 37 (H): 0.53, atom 38 (C): -0.98, atom 39 (C): -0.40, atom 40 (O): -0.21, atom 41 (S): 1.17, atom 42 (C): -0.40, atom 43 (O): -0.65, atom 44 (O): -0.65, atom 45 (H): 0.29, atom 46 (H): 0.39, atom 47 (H): 0.26, atom 48 (H): 0.35, atom 49 (H): 0.26, atom 50 (H): -0.22, atom 51 (H): 0.32, atom 52 (H): 0.42, atom 53 (C): -1.22, atom 54 (C): -0.22, atom 55 (O): -0.22, atom 56 (S): 1.19, atom 57 (C): -0.84, atom 58 (O): -0.56, atom 59 (O): -0.65, atom 60 (H): 0.32, atom 61 (H): 0.41, atom 62 (H): 0.30, atom 63 (H): 0.28, atom 64 (H): 0.30, atom 65 (H): 0.13, atom 66 (H): 0.38, atom 67 (H): 0.38

Formula: C6H14N3S
Source: OMol25
Level of theory: wB97M-V/def2-TZVPD

Computed properties:
- highest occupied orbital energy (eV) = -11.8
- net charge = +1
- energy above the lowest of the compared OMol25 structures with the same formula, charge and spin (kJ/mol) = 337.9
- total energy (a.u.) = -799.1183
- F_max (eV Å⁻¹) = 5.0

Cartesian coordinates (Å):
C -2.1970 1.4120 -0.4571
C 0.6151 -1.8910 0.4445
C 1.5079 0.3654 -0.7442
C -0.8625 0.6740 -0.5665
C -1.4762 -0.6039 0.5502
C 0.7496 1.6367 1.1497
N -0.7825 -1.9003 0.3415
N 0.4614 1.0030 -0.1488
N 1.3831 -1.1852 -0.7831
S -3.0875 -0.2140 -0.1847
H -2.2942 2.0660 0.3473
H -2.4426 1.9102 -1.3430
H 0.8180 -1.3726 1.3449
H 1.0084 -2.8930 0.2702
H 1.6607 0.5789 -1.8382
H 2.3040 0.6778 -0.0691
H -0.6387 0.0444 -1.4967
H -1.4192 -0.2266 1.6431
H 1.7750 1.4314 1.5262
H 0.6798 2.7379 1.1190
H 0.0705 1.4033 1.8829
H -1.0887 -2.5212 -0.4006
H 2.2551 -1.5984 -0.8956
H 1.0004 -1.5347 -1.6917

Which charges does Mulliken predict for the atoms? In e, they are: atom 1 (C): -0.81, atom 2 (C): -0.70, atom 3 (C): -0.64, atom 4 (C): -0.21, atom 5 (C): -0.27, atom 6 (C): -1.01, atom 7 (N): -0.20, atom 8 (N): 0.14, atom 9 (N): -0.24, atom 10 (S): -0.08, atom 11 (H): 0.36, atom 12 (H): 0.42, atom 13 (H): 0.37, atom 14 (H): 0.43, atom 15 (H): 0.30, atom 16 (H): 0.37, atom 17 (H): 0.27, atom 18 (H): 0.32, atom 19 (H): 0.38, atom 20 (H): 0.31, atom 21 (H): 0.38, atom 22 (H): 0.34, atom 23 (H): 0.35, atom 24 (H): 0.42